16
Properties=species:S:1:pos:R:3:forces:R:3 method="wB97M-V/def2-TZVPD" e_lumo_ev=1.08 spin_multiplicity=1 smiles=CC.CC relative_energy_kj_mol=54.4 e_homo_ha=-0.4210 e_tot_ev=-4341.965 homo_lumo_gap_ha=0.461
C -1.250 0.848 1.863 1.240 1.502 -0.308
C 0.953 -1.241 -1.916 0.992 -0.242 -0.943
C 0.317 -0.108 -2.776 0.479 -1.511 0.764
C -0.101 0.518 2.839 -0.591 -0.534 0.103
H 0.317 -0.469 2.654 0.112 -0.036 -0.038
H -0.640 0.091 -2.316 -0.544 0.263 -0.713
H -1.869 0.024 1.531 -0.286 -0.125 0.528
H 1.116 -2.159 -2.494 -0.177 0.213 -0.304
H 0.719 1.235 2.832 -0.116 0.135 -0.233
H -1.772 1.697 2.311 -0.713 -0.456 -0.057
H 0.347 -1.627 -1.091 0.382 0.761 0.340
H 0.918 0.786 -2.727 0.131 0.306 -0.009
H 0.331 -0.495 -3.797 -0.705 0.565 -0.008
H 1.990 -0.922 -1.711 -0.564 -0.349 0.888
H -0.875 1.310 0.936 0.215 -0.373 0.103
H -0.502 0.513 3.859 0.144 -0.119 -0.114